[1]
Computed, not measured: C27H23F8IrN4O4PS as an isolated structure in a non-equilibrium geometry, with the ωB97M-V functional and the def2-TZVPD basis.

Its spin multiplicity is 2. Its lowest unoccupied orbital energy (alpha / beta) is -3.4051 / -3.8709 eV. The calculation puts the HOMO energy (alpha / beta) at -6.9290 / -6.7762 eV. Its relative energy (zero: lowest compared OMol25 entry of this formula, charge and spin) is 25.2 kcal/mol. As for the expectation value of S²: 0.8774. The charge is 0. The gap between HOMO and LUMO (alpha / beta) is 3.5239 / 2.9052 eV.

Element x y z (Å)
Ir 0.42029 0.57031 0.03348
F 0.87104 0.04516 2.23249
P 0.23295 -1.15814 3.29473
F -0.75291 -1.58658 2.08234
F 1.34745 -2.15773 2.70895
F 1.27327 -0.61794 4.39031
F -0.35449 -2.26390 4.25857
F -0.84421 -0.06338 3.76730
F -0.99017 -1.37257 -3.92449
C -0.37894 -0.20926 -3.66562
C 0.94849 -0.14024 -3.53851
N 1.59822 1.04199 -3.26100
C 3.00947 1.03734 -2.91913
C 3.25707 0.82969 -1.42206
O 4.35181 1.15678 -0.96252
O 2.33718 0.23872 -0.76215
C 0.90217 2.23264 -3.11125
O 1.44526 3.28494 -2.87433
N -0.46804 2.11733 -3.26635
C -1.22415 0.97289 -3.50659
O -2.42817 0.99506 -3.57089
H 1.57291 -1.01592 -3.64294
H 3.46116 1.98086 -3.21243
H 3.50331 0.23649 -3.47026
H -0.98682 2.97497 -3.13213
C 0.87376 2.85720 3.61887
N 2.13175 2.52271 2.96414
C 3.25999 2.10211 3.62129
C 4.16621 1.76321 2.67251
N 3.57552 1.98089 1.45928
C 2.32684 2.41003 1.63709
S 1.11721 2.73301 0.41682
H 1.09905 3.26926 4.59905
H 0.26463 1.96151 3.71755
H 0.35181 3.60109 3.02531
H 3.31175 2.07098 4.69384
H 5.17002 1.39052 2.75871
H 4.00138 1.74871 0.53608
C -4.54359 3.68102 0.63277
C -3.21711 3.94932 1.00460
C -2.23049 3.01860 0.79594
C -2.51886 1.77446 0.20336
C -1.52256 0.76730 -0.03741
C -1.94045 -0.45858 -0.56062
C -3.27042 -0.73296 -0.89883
C -4.21182 0.23854 -0.70618
C -3.86554 1.49686 -0.15038
C -4.85993 2.47415 0.06886
H -5.31182 4.42436 0.80064
H -2.97136 4.89931 1.46206
H -1.21536 3.23042 1.08966
H -1.20330 -1.25000 -0.73144
H -3.53505 -1.69322 -1.31972
H -5.24630 0.05969 -0.97275
H -5.88066 2.24844 -0.21444
F -0.61154 -7.88834 -0.60469
C -0.24081 -6.60077 -0.61432
C -0.34601 -5.86737 0.55914
C 0.03509 -4.54612 0.54734
C 0.52961 -3.94074 -0.63863
C 0.91683 -2.60063 -0.63233
C 0.61232 -4.73565 -1.81036
C 0.23182 -6.05692 -1.80080
H -0.72126 -6.34211 1.45504
H -0.03635 -3.95015 1.44819
H 1.30678 -2.11352 -1.51159
H 0.84477 -2.05928 0.30294
H 0.97993 -4.29082 -2.72685
H 0.28940 -6.67601 -2.68522

[2]
Computed, not measured: a 2-piece molecular cluster, C27H23FN overall in a non-equilibrium geometry, with the ωB97M-V functional and the def2-TZVPD basis.

Its lowest unoccupied orbital energy is -6.1263 eV. The calculation puts the HOMO energy at -9.5021 eV. Its relative energy (zero: lowest compared OMol25 entry of this formula, charge and spin) is 0.0 kcal/mol. The charge is +1. The gap between HOMO and LUMO is 3.3758 eV.

Element x y z (Å)
F 3.55669 4.75685 2.72484
C 3.21681 3.45150 2.44156
C 4.15771 2.46366 2.74712
C 3.76478 1.12978 2.56130
C 2.45399 0.81009 2.24449
C 1.49277 1.81226 1.93329
C 0.13974 1.37388 1.74596
C -1.02062 2.13070 2.11601
C -2.30157 1.52968 1.93600
C -3.47392 2.17870 2.27528
C -3.43984 3.45864 2.84277
C -2.19984 4.06488 3.08740
C -1.00884 3.40101 2.78758
C 1.94333 3.17543 1.95424
H 5.14322 2.72837 3.12155
H 4.48673 0.32799 2.68319
H 2.11348 -0.22830 2.24620
H -0.00068 0.28250 1.70232
H -2.31529 0.51818 1.53623
H -4.42854 1.68249 2.10827
H -4.36742 3.96990 3.09735
H -2.17119 5.06121 3.53564
H -0.06126 3.85035 3.08608
H 1.28674 3.98322 1.62664
C -0.09727 -3.38895 -4.19030
N -0.20977 -2.56858 -2.99424
C 0.94516 -2.47008 -2.23791
C 0.91750 -1.80439 -0.99523
C -0.32231 -1.11110 -0.51187
H -0.12700 -0.02019 -0.18216
C -1.49610 -1.23235 -1.43652
C -1.40423 -1.95422 -2.64900
C -2.53854 -2.03512 -3.49456
C -3.74537 -1.45017 -3.12684
C -3.84758 -0.79492 -1.89337
C -2.73203 -0.70752 -1.06538
C 2.03116 -1.90205 -0.16125
C 3.23896 -2.42413 -0.63200
C 3.29938 -2.99520 -1.90929
C 2.14960 -3.06439 -2.67816
H -1.06936 -3.53719 -4.63687
H 0.56896 -2.90952 -4.91375
H 0.29968 -4.36970 -3.91919
H -0.61118 -1.55023 0.46005
H -2.51061 -2.57816 -4.43729
H -4.60629 -1.54392 -3.78465
H -4.79230 -0.35324 -1.57889
H -2.79059 -0.19107 -0.11561
H 1.94592 -1.53599 0.85998
H 4.12882 -2.38875 -0.00641
H 4.22593 -3.42527 -2.29247
H 2.18248 -3.60655 -3.61809

[3]
Computed, not measured: a 2-piece molecular cluster, C27H23N2O2 overall in a non-equilibrium geometry, with the ωB97M-V functional and the def2-TZVPD basis.

Its lowest unoccupied orbital energy is -5.8263 eV. The calculation puts the HOMO energy at -10.5722 eV. Its relative energy (zero: lowest compared OMol25 entry of this formula, charge and spin) is 15.4 kcal/mol. The charge is +1. The gap between HOMO and LUMO is 4.7459 eV.

Element x y z (Å)
C -3.08452 -0.22869 3.25376
C -2.52985 1.05316 3.12832
C -1.14409 1.22140 3.19196
C -0.30699 0.09959 3.30064
C 1.17937 0.30309 3.31442
N 1.93870 -0.64737 2.65569
N 3.30540 -0.52545 2.89097
O 1.73262 1.26873 3.83311
C -0.86250 -1.17244 3.48566
C -2.25386 -1.33841 3.44847
H -4.16514 -0.36217 3.22038
H -3.18014 1.92040 2.99421
H -0.70461 2.21980 3.13641
H 1.60542 -1.59413 2.53732
H 3.86892 -0.92801 2.14650
H 3.53421 0.44356 3.12141
H -0.20574 -2.02694 3.67056
H -2.67764 -2.33680 3.58155
C 10.60066 -1.84888 0.18232
O 9.72415 -0.79616 0.62851
C 8.38813 -0.93410 0.42806
C 7.58219 0.16591 0.81334
C 6.23793 0.17529 0.51363
C 5.63137 -0.91961 -0.16061
C 4.26362 -0.86160 -0.60627
C 3.44134 -2.01837 -0.89982
C 2.33893 -1.59694 -1.71808
C 1.49973 -2.52251 -2.32256
C 1.71066 -3.88298 -2.06154
C 2.72742 -4.29667 -1.18099
C 3.59221 -3.36990 -0.58757
C 2.42021 -0.15596 -1.86402
C 3.58367 0.30599 -1.14577
C 3.91835 1.65903 -1.21369
C 3.11111 2.52300 -1.96698
C 2.00865 2.04694 -2.69826
C 1.65977 0.69150 -2.65405
C 6.44409 -2.04471 -0.47012
C 7.79672 -2.06808 -0.18141
H 11.58817 -1.48827 0.46742
H 10.37405 -2.79541 0.69171
H 10.54196 -1.98503 -0.90650
H 8.07672 0.99800 1.31296
H 5.63901 1.03939 0.80216
H 0.71487 -2.16744 -2.99077
H 1.07792 -4.62698 -2.54512
H 2.84702 -5.35956 -0.96795
H 4.36733 -3.68361 0.11011
H 4.79858 2.02820 -0.69590
H 3.35106 3.58704 -1.99382
H 1.42422 2.73657 -3.30522
H 0.82339 0.28347 -3.22302
H 6.00782 -2.89413 -0.99479
H 8.40735 -2.93269 -0.45552

[4]
Computed, not measured: C27H23N4O2Se3Te2W as an isolated structure, with the ωB97M-V functional and the def2-TZVPD basis.

Its lowest unoccupied orbital energy is -5.4348 eV. The calculation puts the HOMO energy at -10.2915 eV. The charge is +1. The gap between HOMO and LUMO is 4.8567 eV.

Element x y z (Å)
W -1.48816 -0.48031 0.19320
O -1.94951 2.31137 3.35099
C -1.62006 1.36352 2.66526
N -1.52090 1.32068 1.31144
C -1.86598 2.51902 0.64330
C -1.55627 3.80218 1.06439
C -1.97821 4.87109 0.28456
C -2.68972 4.65711 -0.88263
C -2.96772 3.37003 -1.32427
C -2.52555 2.30574 -0.54800
N -2.51366 0.92298 -0.92323
C -3.15015 0.60952 -2.10607
O -4.13999 1.14989 -2.54017
C -2.46423 -0.45331 -2.87078
C -2.75912 -0.65599 -4.20312
C -2.07936 -1.65123 -4.88242
C -1.15329 -2.39844 -4.17894
C -0.92779 -2.13111 -2.83857
N -1.56092 -1.15465 -2.17905
C -1.21669 0.09120 3.30896
C -1.12563 0.02655 4.68606
C -0.62869 -1.12308 5.26436
C -0.21179 -2.14059 4.42073
C -0.34850 -1.99341 3.05623
N -0.88043 -0.90401 2.48125
H -1.01977 3.97694 1.98239
H -1.75109 5.87672 0.61178
H -3.03375 5.49374 -1.47548
H -3.51379 3.22422 -2.24021
H -3.51296 -0.02849 -4.65691
H -2.27221 -1.84351 -5.92901
H -0.59544 -3.19647 -4.64801
H -0.20632 -2.71514 -2.29216
H -1.43680 0.89853 5.24323
H -0.54346 -1.21823 6.33826
H 0.22426 -3.05242 4.80273
H 0.01250 -2.77431 2.41344
Se -3.88279 -0.70463 1.60340
Te -3.70804 -2.15781 -0.29527
Te -1.58597 -3.70703 0.42837
Se 0.40007 -2.05049 -0.02625
C 5.99194 -1.76546 0.30317
C 4.65468 -1.13496 0.03775
C 3.97244 -0.44889 1.03183
C 2.74012 0.15210 0.79976
C 2.07480 0.91202 1.90817
C 2.16292 0.02929 -0.47719
Se 0.47504 0.89128 -0.83987
C 2.86202 -0.61472 -1.51643
C 2.34106 -0.64575 -2.92384
C 4.08874 -1.19429 -1.23215
H 6.22550 -1.77114 1.36628
H 6.78162 -1.21588 -0.21207
H 6.01960 -2.79236 -0.06221
H 4.41763 -0.36262 2.01650
H 2.75685 1.03068 2.74851
H 1.18592 0.39080 2.26368
H 1.74633 1.89766 1.57522
H 1.28047 -0.88840 -2.96087
H 2.89577 -1.36514 -3.52434
H 2.44810 0.33739 -3.38768
H 4.62626 -1.69800 -2.02798

Electronic energy readings, ordered: -3205.63102 -1196.99358 -1302.39185 -9219.50106 Eh